A structure of composition C42H48N7O3PS2Ti, computed with ωB97M-V/def2-TZVPD.

Computed properties:
- energy above the lowest of the compared OMol25 structures with the same formula, charge and spin (eV) = 2.259
- 2S+1 = 3
- ⟨S²⟩ = 2.0539
- net charge = -2

Each line ends with the Löwdin spin population.
Positions of all 104 atoms, in Å:
1 C -3.9929 5.0270 -1.3631  0.000
2 H 2.0058 -2.9942 5.0955  0.000
3 N 2.9743 -0.5415 -1.1587  0.151
4 H -0.2579 -1.0463 3.1427  0.000
5 C 5.2159 -1.2194 -0.6028  0.048
6 H 3.8087 -2.3441 -1.7671  0.010
7 C 0.1235 1.1834 -4.7948  0.026
8 H 1.1363 -2.4096 -3.8237  0.012
9 H -1.9562 -1.3696 -2.5593  0.001
10 C 0.4317 0.8313 -3.4686  0.048
11 H -3.5378 -1.7225 0.6974  0.000
12 C 0.9218 -4.1876 3.0145  0.000
13 N 0.7119 -0.5015 -3.0921  0.162
14 H 3.7560 4.1376 1.1573  -0.001
15 H -1.2869 -5.2954 0.0212  0.000
16 H 4.0146 -3.3912 2.1019  0.000
17 H -3.1022 -1.1739 -1.2377  0.000
18 H -0.4388 3.9456 2.8603  0.000
19 H 2.5802 -3.3167 0.2350  0.002
20 C 3.5993 3.1703 0.6943  0.016
21 C -3.6066 -4.6488 2.3924  0.000
22 C 5.4533 -0.0358 0.0992  0.253
23 O -2.8102 8.2040 0.5086  0.000
24 H -1.1575 -0.9387 0.2396  0.000
25 H -2.3533 2.1645 2.5104  0.000
26 C -3.6619 3.6865 -1.4379  0.000
27 H -1.4103 1.5732 -0.3294  0.000
28 C 4.4381 0.9620 0.1233  0.018
29 C 1.7343 -2.3394 4.2599  0.000
30 H -4.2172 3.0240 -2.0949  0.000
31 C -1.9129 4.0337 0.1572  0.000
32 H -1.7083 6.0581 0.8744  0.000
33 C -2.3301 -3.4278 0.1923  0.000
34 C -2.6563 -5.3392 1.6586  0.000
35 C -2.0318 -4.7348 0.5718  0.000
36 S -0.0127 1.6413 2.2723  0.002
37 C -3.3019 5.8944 -0.5192  0.000
38 H 6.3936 0.1456 0.6028  0.016
39 C -3.9246 -3.3468 2.0226  0.000
40 N 0.5509 -2.9102 3.6144  0.000
41 H -1.0299 -2.4134 2.3260  0.000
42 H -1.0798 3.6420 0.7319  0.000
43 H -0.1533 0.3984 -6.8126  0.018
44 H 0.5635 -1.9218 -6.1485  -0.004
45 H 1.5926 3.6379 0.0460  0.004
46 H -0.2115 4.5426 -4.3206  0.000
47 C -0.1100 2.5444 -5.0735  0.047
48 H 2.3521 -0.2749 2.7257  0.000
49 O -3.7291 8.1130 -1.7613  0.000
50 C 0.8008 -1.4212 -4.1077  0.187
51 C 4.6062 2.2206 0.7240  0.071
52 N 2.8848 -2.2024 3.3826  0.001
53 C 0.1006 0.1549 -5.7894  0.269
54 C 2.3879 2.9034 0.0664  0.073
55 C -2.2566 5.3806 0.2308  0.000
56 H -4.8040 5.4174 -1.9664  0.000
57 H 0.4058 3.9044 -2.0071  0.003
58 N 2.0588 -4.1202 2.0998  0.001
59 C 1.6946 -3.3996 0.8722  0.004
60 O -5.1458 7.5722 0.1452  0.000
61 C -2.6200 3.1641 -0.6674  0.000
62 H 3.4001 -1.1688 1.6269  0.000
63 C -0.0731 -2.0017 2.6463  0.001
64 H -0.5139 -3.1811 -2.7280  0.002
65 C -3.2956 -2.7491 0.9424  0.000
66 C -1.5573 -2.7058 -0.9169  0.004
67 H -0.3669 2.8296 -6.0879  0.001
68 H 1.1865 -4.8723 3.8271  0.000
69 C 2.1799 1.6756 -0.5542  0.020
70 C -0.8637 -3.7077 -1.8415  0.002
71 H 3.4871 -4.1815 3.6066  0.000
72 H 5.5496 2.4408 1.2114  0.002
73 C -0.5588 -1.7473 -0.2352  0.008
74 H -2.4711 1.3627 -1.5905  0.000
75 N 0.9477 1.3361 -1.1952  -0.009
76 H -0.0045 -4.2001 -1.3827  0.000
77 H -2.3866 -6.3527 1.9344  0.000
78 S -3.7917 7.6129 -0.3931  0.000
79 H -4.0883 -5.1120 3.2451  0.000
80 C 0.4915 -1.1281 -5.4141  0.041
81 C -2.5341 -1.9105 -1.8062  0.001
82 P 1.0113 -1.6912 1.1678  0.013
83 C 0.3396 3.1522 -2.7815  0.057
84 H 0.9479 -3.9956 0.3452  0.000
85 C 4.0039 -1.4380 -1.2063  0.171
86 H 1.4710 -1.3557 4.6553  0.000
87 Ti 0.9363 -0.5675 -1.0718  0.175
88 C 3.1840 -3.5012 2.8030  0.000
89 H -1.7597 1.1974 3.8927  0.000
90 H -2.0492 0.4359 2.3149  0.000
91 H 0.2763 3.0457 4.2193  0.000
92 H 1.2857 3.5271 2.8421  0.001
93 H 0.0567 -4.5908 2.4832  0.000
94 H 5.9805 -1.9829 -0.6793  -0.003
95 C 2.5314 -1.2620 2.2865  0.004
96 C -1.7017 1.3420 2.8122  0.000
97 H -1.5594 -4.4844 -2.1751  0.000
98 N -2.3336 1.7875 -0.6850  0.000
99 C -0.0113 3.5043 -4.0882  0.016
100 C 0.2942 3.1853 3.1372  0.002
101 H -3.2446 -2.5674 -2.3239  0.000
102 C 0.5734 1.8247 -2.4786  0.017
103 H -4.6615 -2.7865 2.5866  0.000
104 C 3.2022 0.6921 -0.5183  0.034